[1]
{
  "formula": "C12H21F3N3O17Ti",
  "method": "ωB97M-V/def2-TZVPD",
  "max_force_ha_per_bohr": 0.11230,
  "s2": 3.75,
  "energy_ev": -83313.0888,
  "homo_energy_ha": [-0.0870, -0.0870],
  "multiplicity": 4,
  "charge": -2,
  "elements": ["Ti", "N", "O", "O", "O", "N", "O", "O", "O", "N", "O", "O", "O", "C", "C", "O", "C", "O", "O", "C", "H", "H", "H", "H", "H", "H", "H", "H", "C", "C", "O", "C", "O", "O", "C", "H", "H", "H", "H", "H", "H", "H", "H", "C", "C", "O", "C", "O", "C", "F", "F", "F", "H", "H", "H", "H", "H"],
  "xyz": [[13.968, 11.965, 12.634], [10.002, 8.477, 14.695], [9.047, 9.277, 14.828], [10.044, 7.411, 15.248], [10.942, 8.821, 13.996], [9.694, 12.993, 10.063], [8.980, 13.120, 11.118], [9.253, 12.444, 9.111], [10.853, 13.380, 10.038], [12.103, 15.156, 16.314], [13.077, 15.098, 15.580], [11.927, 16.018, 17.130], [11.183, 14.309, 16.143], [15.516, 11.307, 5.939], [16.958, 11.403, 6.390], [17.236, 12.727, 6.751], [16.776, 13.261, 7.898], [16.439, 12.654, 8.913], [17.144, 14.614, 7.877], [16.658, 15.450, 8.947], [15.208, 10.335, 5.554], [15.153, 12.089, 5.272], [14.900, 11.584, 6.794], [17.564, 11.242, 5.498], [17.282, 10.802, 7.241], [17.222, 16.379, 8.868], [17.019, 15.107, 9.917], [15.610, 15.746, 8.985], [20.684, 10.864, 14.405], [20.175, 9.429, 14.141], [19.557, 9.052, 15.296], [18.231, 9.356, 15.644], [17.539, 10.109, 14.975], [17.919, 8.632, 16.638], [16.650, 8.869, 17.317], [20.026, 11.732, 14.369], [21.436, 11.155, 13.672], [21.212, 10.955, 15.355], [21.063, 8.811, 14.008], [19.492, 9.312, 13.299], [16.509, 8.176, 18.146], [15.845, 8.547, 16.656], [16.480, 9.895, 17.640], [15.522, 4.596, 11.777], [15.679, 5.690, 10.654], [16.085, 5.187, 9.366], [17.217, 4.547, 9.107], [18.214, 4.503, 9.897], [17.542, 4.120, 7.613], [16.438, 4.386, 6.862], [18.483, 4.860, 7.125], [17.948, 2.855, 7.570], [14.843, 4.878, 12.583], [16.492, 4.317, 12.187], [15.092, 3.673, 11.388], [16.212, 6.607, 10.907], [14.688, 6.112, 10.487]],
  "lowdin_spin": [2.9176, 0.0001, 0.0000, 0.0002, 0.0074, 0.0002, 0.0004, 0.0007, 0.0128, 0.0004, 0.0107, 0.0004, 0.0006, 0.0000, 0.0000, 0.0001, 0.0004, 0.0254, 0.0002, 0.0005, 0.0000, 0.0000, 0.0000, 0.0000, 0.0000, 0.0000, 0.0003, 0.0000, 0.0000, 0.0000, 0.0001, 0.0003, 0.0205, 0.0001, 0.0001, 0.0000, 0.0000, 0.0000, 0.0000, 0.0000, 0.0000, 0.0000, 0.0000, 0.0000, 0.0001, 0.0000, 0.0000, 0.0000, 0.0000, 0.0000, 0.0000, 0.0000, 0.0000, 0.0000, 0.0000, 0.0001, 0.0000]
}



[2]
{
  "formula": "C25H24CaCl5N5S",
  "method": "ωB97M-V/def2-TZVPD",
  "max_force_ha_per_bohr": 0.00487,
  "energy_ev": -125651.9353,
  "relative_energy_kcal_mol": 26.0,
  "homo_energy_ha": 0.0332,
  "multiplicity": 1,
  "charge": -2,
  "elements": ["Ca", "N", "C", "S", "N", "N", "C", "C", "C", "C", "C", "C", "N", "H", "H", "H", "H", "H", "H", "H", "Cl", "C", "C", "C", "Cl", "C", "Cl", "C", "Cl", "C", "Cl", "C", "C", "C", "C", "C", "C", "C", "C", "C", "C", "C", "C", "N", "H", "H", "H", "H", "H", "H", "H", "H", "H", "H", "H", "H", "H", "H", "H", "H", "H"],
  "xyz": [[1.092, -1.086, -0.130], [4.738, -3.254, 1.793], [3.682, -2.372, 1.434], [3.768, -1.792, -0.242], [2.846, -2.097, 2.367], [1.761, -1.256, 2.025], [1.639, -0.240, 2.916], [0.841, 0.877, 2.959], [1.007, 1.823, 4.046], [0.184, 2.864, 4.280], [-0.947, 3.070, 3.392], [-1.038, 2.265, 2.297], [-0.159, 1.287, 1.994], [4.982, -3.845, 1.011], [4.458, -3.798, 2.599], [2.337, -0.268, 3.756], [1.855, 1.644, 4.700], [0.372, 3.536, 5.110], [-1.691, 3.835, 3.561], [-1.827, 2.409, 1.571], [0.685, -4.235, -0.357], [0.340, -3.758, -2.017], [0.351, -2.405, -2.298], [0.035, -2.085, -3.604], [-0.031, -0.383, -4.042], [-0.251, -3.026, -4.590], [-0.624, -2.559, -6.222], [-0.238, -4.379, -4.252], [-0.594, -5.582, -5.451], [0.056, -4.757, -2.945], [0.053, -6.435, -2.512], [1.853, 2.172, -1.749], [0.883, 2.949, -0.851], [1.513, 3.170, 0.523], [-0.510, 2.331, -0.960], [-1.302, 2.844, -1.984], [-2.506, 2.265, -2.349], [-2.942, 1.148, -1.661], [-2.213, 0.622, -0.597], [-2.851, -0.527, 0.179], [-2.074, -1.843, 0.202], [-3.219, -0.128, 1.611], [-0.970, 1.202, -0.233], [-0.228, 0.566, 0.772], [2.820, 2.678, -1.794], [1.465, 2.059, -2.763], [2.048, 1.172, -1.356], [0.777, 3.943, -1.303], [1.823, 2.235, 0.988], [0.842, 3.687, 1.211], [2.409, 3.786, 0.389], [-0.933, 3.701, -2.542], [-3.085, 2.672, -3.170], [-3.882, 0.678, -1.935], [-3.792, -0.728, -0.348], [-1.275, -1.801, 0.945], [-1.659, -2.085, -0.778], [-2.740, -2.665, 0.486], [-2.319, 0.023, 2.205], [-3.810, -0.921, 2.079], [-3.805, 0.794, 1.633]],
  "mulliken_charge": [0.7800, -0.6165, 0.4797, -0.5489, -1.3327, 0.4427, -0.8578, 0.5422, -0.9541, -0.5439, -0.9996, -0.1162, 0.0066, 0.2259, 0.2787, 0.1806, 0.2760, 0.3315, 0.3566, 0.1823, -0.1594, 1.6780, -1.7599, 0.8620, -0.2143, -0.6646, -0.2272, 0.8522, -0.2370, -0.7202, -0.2195, -1.0112, 0.7652, -1.6445, 1.1449, -0.7987, -1.2009, -1.0011, 1.5520, 0.5039, -1.3307, -1.5064, -1.0975, 0.8400, 0.4591, 0.1999, 0.0787, 0.4098, 0.1630, 0.2967, 0.5638, 0.2809, 0.3409, 0.3016, 0.5217, 0.2742, 0.0794, 0.5180, 0.2404, 0.4805, 0.2730]
}



[3]
{
  "formula": "C5H11CeClNScSe",
  "method": "ωB97M-V/def2-TZVPD",
  "max_force_ha_per_bohr": 0.11775,
  "energy_ev": -118346.4398,
  "relative_energy_kcal_mol": 0.0,
  "homo_energy_ha": [-0.2962, -0.2961],
  "multiplicity": 1,
  "elements": ["Sc", "Cl", "C", "C", "H", "H", "H", "H", "H", "H", "Ce", "C", "C", "H", "H", "H", "H", "H", "Se", "C", "N"],
  "xyz": [[-0.991, 1.375, -0.954], [-0.433, 1.542, 1.551], [-3.105, 1.153, -0.731], [0.332, 2.945, -1.460], [-3.358, 1.742, -1.642], [-3.325, 0.074, -0.798], [-3.320, 1.651, 0.230], [-0.282, 3.323, -2.305], [1.277, 2.452, -1.742], [0.345, 3.566, -0.550], [0.117, -1.061, 0.682], [2.392, -1.302, 1.049], [-0.069, -0.499, -1.532], [2.830, -1.489, 0.034], [2.751, -0.460, 1.691], [2.466, -2.248, 1.629], [0.885, -0.336, -2.108], [-0.912, -1.247, -1.728], [1.301, -4.905, 3.797], [0.833, -3.582, 2.779], [0.267, -2.695, 2.109]],
  "mulliken_charge": [0.4094, -0.4092, -1.1846, -1.1865, 0.4472, 0.2779, 0.2533, 0.4344, 0.2740, 0.2903, 1.3946, -1.1131, -1.0336, 0.3258, 0.2817, 0.2848, 0.3805, 0.3154, -0.0916, 0.3781, -0.7288]
}



[4]
{
  "formula": "C11H44O11",
  "method": "ωB97M-V/def2-TZVPD",
  "max_force_ha_per_bohr": 0.05643,
  "energy_ev": -34638.0577,
  "relative_energy_kcal_mol": 54.0,
  "homo_energy_ha": -0.3507,
  "multiplicity": 1,
  "smiles": "CO.CO.CO.CO.CO.CO.CO.CO.CO.CO.CO",
  "elements": ["C", "O", "H", "H", "H", "H", "C", "O", "H", "H", "H", "H", "C", "O", "H", "H", "H", "H", "C", "O", "H", "H", "H", "H", "C", "O", "H", "H", "H", "H", "C", "O", "H", "H", "H", "H", "C", "O", "H", "H", "H", "H", "C", "O", "H", "H", "H", "H", "C", "O", "H", "H", "H", "H", "C", "O", "H", "H", "H", "H", "C", "O", "H", "H", "H", "H"],
  "xyz": [[1.298, -3.171, -4.284], [0.457, -3.229, -3.143], [1.103, -3.995, -4.970], [1.126, -2.222, -4.790], [2.346, -3.126, -3.987], [0.866, -2.607, -2.537], [4.104, -1.163, 0.702], [4.841, -0.071, 1.219], [3.090, -1.215, 1.098], [4.062, -0.999, -0.375], [4.638, -2.088, 0.919], [5.597, -0.336, 1.748], [-1.804, 4.515, -1.610], [-1.123, 3.352, -1.175], [-1.356, 4.956, -2.502], [-2.847, 4.362, -1.887], [-1.675, 5.291, -0.856], [-1.387, 3.122, -0.281], [-2.374, -2.842, 3.230], [-1.224, -2.149, 2.685], [-3.176, -2.913, 2.495], [-2.021, -3.817, 3.563], [-2.705, -2.257, 4.088], [-0.855, -2.657, 1.958], [2.421, 0.872, 3.737], [2.748, 1.510, 2.510], [3.228, 0.251, 4.125], [2.220, 1.548, 4.569], [1.549, 0.259, 3.511], [3.190, 0.830, 1.996], [-1.004, 2.295, 2.666], [-1.345, 2.901, 1.458], [-1.611, 2.632, 3.505], [-1.128, 1.217, 2.557], [0.030, 2.538, 2.910], [-1.414, 3.854, 1.554], [-3.694, 0.150, 0.625], [-4.734, -0.274, -0.220], [-2.898, 0.531, -0.014], [-4.075, 0.922, 1.294], [-3.314, -0.679, 1.223], [-5.342, -0.663, 0.413], [1.451, -4.104, 0.034], [0.356, -3.272, 0.344], [1.377, -4.499, -0.979], [2.427, -3.630, 0.134], [1.416, -5.009, 0.640], [0.409, -2.432, -0.118], [0.274, 0.135, 0.252], [0.743, -0.650, -0.740], [1.086, 0.638, 0.776], [-0.478, 0.823, -0.135], [-0.254, -0.484, 0.978], [1.091, -0.100, -1.445], [-3.262, 1.321, -2.934], [-4.501, 1.657, -2.262], [-2.476, 1.065, -2.224], [-3.366, 0.685, -3.812], [-2.920, 2.259, -3.372], [-4.699, 0.989, -1.602], [2.651, 1.700, -1.903], [2.135, 0.633, -2.716], [1.856, 2.219, -1.367], [3.351, 1.336, -1.152], [3.209, 2.429, -2.491], [2.312, 0.854, -3.634]],
  "mulliken_charge": [-0.5978, -0.4702, 0.2647, 0.2178, 0.2735, 0.2311, -0.4660, -0.5277, 0.0990, 0.1507, 0.4780, 0.2871, -0.7825, -0.3135, 0.2495, 0.2730, 0.2859, 0.4429, -0.7043, -0.3543, 0.2550, 0.3150, 0.2125, 0.2815, -0.5201, -0.5046, 0.2979, 0.2657, 0.1643, 0.1845, -0.5023, -0.5059, 0.3767, 0.0080, 0.2796, 0.2120, 0.2809, -0.5917, -0.2572, 0.3241, -0.0524, 0.3110, -0.5760, -0.5475, 0.2812, 0.1343, 0.3223, 0.2921, 0.3972, -0.1674, 0.3222, -0.1965, -0.2778, 0.1654, -0.1489, -0.5493, -0.1177, 0.3096, 0.1886, 0.3664, -0.4300, -0.5752, 0.1088, 0.0913, 0.4323, 0.3035]
}



[5]
{
  "formula": "C36H41N7OS2TeW",
  "method": "ωB97M-V/def2-TZVPD",
  "max_force_ha_per_bohr": 0.09279,
  "s2": 0.80,
  "energy_ev": -81240.3454,
  "relative_energy_kcal_mol": 23.5,
  "homo_energy_ha": [-0.5666, -0.5661],
  "multiplicity": 2,
  "charge": 3,
  "elements": ["W", "N", "C", "C", "C", "C", "C", "C", "S", "N", "C", "C", "C", "C", "C", "C", "N", "H", "H", "H", "H", "H", "H", "H", "H", "H", "C", "C", "O", "N", "Te", "C", "C", "C", "C", "C", "C", "C", "C", "C", "C", "C", "C", "C", "C", "C", "C", "C", "C", "H", "H", "H", "H", "H", "H", "H", "H", "H", "H", "H", "H", "H", "H", "H", "H", "H", "H", "H", "H", "H", "H", "H", "H", "H", "C", "C", "C", "N", "N", "C", "N", "S", "H", "H", "H", "H", "H", "H", "H"],
  "xyz": [[0.177, -0.921, 0.011], [0.086, 2.930, 1.743], [1.357, 3.422, 2.096], [1.550, 4.786, 2.269], [2.808, 5.261, 2.596], [3.875, 4.383, 2.724], [3.684, 3.017, 2.550], [2.418, 2.547, 2.249], [2.060, 0.813, 2.218], [0.673, 0.731, 1.152], [-0.181, 1.772, 1.164], [-1.450, 1.581, 0.490], [-2.399, 2.585, 0.298], [-3.558, 2.311, -0.394], [-3.742, 1.026, -0.891], [-2.754, 0.091, -0.685], [-1.629, 0.336, -0.002], [-0.651, 3.621, 1.729], [0.721, 5.473, 2.144], [2.957, 6.321, 2.751], [4.860, 4.754, 2.968], [4.510, 2.334, 2.679], [-2.230, 3.584, 0.675], [-4.303, 3.077, -0.564], [-4.637, 0.770, -1.441], [-2.851, -0.906, -1.087], [0.429, 0.978, -3.809], [1.056, 0.027, -2.836], [2.159, -0.453, -3.077], [0.377, -0.336, -1.708], [2.979, -1.026, -0.333], [4.533, -2.220, 0.572], [4.690, -3.575, 0.240], [3.775, -4.304, -0.705], [5.747, -4.269, 0.809], [6.683, -3.649, 1.630], [7.837, -4.400, 2.208], [6.547, -2.277, 1.861], [5.503, -1.541, 1.337], [5.433, -0.063, 1.606], [0.997, -2.924, 0.259], [1.317, -3.415, 1.550], [1.786, -2.489, 2.643], [1.180, -4.766, 1.831], [0.775, -5.680, 0.862], [0.605, -7.129, 1.194], [0.536, -5.208, -0.430], [0.658, -3.870, -0.749], [0.401, -3.431, -2.170], [1.196, 1.648, -4.193], [-0.392, 1.534, -3.360], [0.055, 0.401, -4.657], [3.360, -3.623, -1.450], [2.961, -4.790, -0.166], [4.330, -5.078, -1.234], [5.862, -5.321, 0.576], [7.811, -5.453, 1.939], [7.841, -4.313, 3.296], [8.778, -3.972, 1.861], [7.298, -1.767, 2.453], [6.343, 0.272, 2.098], [4.587, 0.161, 2.255], [5.322, 0.499, 0.676], [1.139, -1.614, 2.740], [2.805, -2.151, 2.443], [1.804, -3.001, 3.605], [1.403, -5.124, 2.829], [1.070, -7.380, 2.145], [1.030, -7.762, 0.415], [-0.456, -7.379, 1.262], [0.261, -5.913, -1.206], [0.251, -4.294, -2.817], [1.252, -2.874, -2.568], [-0.489, -2.801, -2.245], [-1.515, -0.519, 4.252], [-1.494, -2.040, 4.048], [-1.801, -2.423, 2.640], [-1.246, -1.911, 1.594], [-1.682, -2.426, 0.397], [-2.579, -3.368, 0.547], [-3.141, -4.062, -0.441], [-2.961, -3.640, 2.230], [-1.059, -0.266, 5.206], [-2.540, -0.148, 4.254], [-0.963, -0.015, 3.456], [-2.210, -2.522, 4.714], [-0.508, -2.433, 4.307], [-2.929, -3.875, -1.407], [-3.873, -4.726, -0.252]],
  "lowdin_spin": [-0.1412, 0.0000, 0.0031, -0.0001, 0.0017, -0.0001, 0.0015, 0.0042, 0.0735, 0.0004, -0.0007, -0.0009, 0.0000, -0.0005, 0.0002, -0.0005, -0.0007, 0.0000, 0.0000, 0.0001, 0.0000, 0.0001, 0.0000, 0.0000, 0.0000, 0.0000, 0.0025, 0.0056, 0.0471, 0.0548, 0.6672, 0.0375, 0.0100, 0.0165, 0.0008, 0.0115, 0.0022, -0.0008, 0.0156, 0.0197, 0.0443, 0.0273, 0.0032, -0.0013, 0.0325, 0.0063, -0.0014, 0.0244, 0.0031, 0.0000, 0.0002, -0.0001, 0.0139, 0.0010, 0.0009, 0.0002, 0.0000, 0.0007, 0.0007, 0.0001, 0.0009, 0.0008, 0.0100, -0.0004, 0.0026, 0.0002, -0.0005, 0.0001, 0.0012, 0.0026, -0.0006, -0.0001, 0.0026, 0.0007, 0.0003, 0.0000, -0.0003, -0.0004, -0.0046, -0.0005, -0.0002, -0.0012, 0.0000, 0.0000, 0.0004, 0.0000, 0.0000, 0.0000, 0.0000]
}